Record 1
C36H31MnN2OP2Te | ωB97M-V/def2-TZVPD

Energy above the lowest of the compared OMol25 structures with the same formula, charge and spin   4.8 kcal per mole
HOMO level (alpha / beta)   -9.75 / -9.99 eV
Kohn-Sham gap (alpha / beta)   6.94 / 6.96 eV
Spin multiplicity   6
Charge   +1

Last column: Mulliken spin population.
Positions of all 74 atoms, in Å:
Mn 1.9607 -0.2850 -0.8891  4.69
Te 1.0848 2.2992 1.6353  0.01
C -0.6664 2.6286 2.7734  0.01
C -1.5029 3.7088 2.5297  0.00
C -2.6878 3.8065 3.2503  0.00
N -3.0737 2.9139 4.1573  0.00
C -2.2479 1.8994 4.4043  0.00
C -1.0365 1.7160 3.7531  0.00
C 0.6817 0.3965 0.7998  0.05
P 1.3426 -0.8866 1.9220  0.00
C 0.0482 -1.6627 2.9593  0.00
C 0.4012 -1.7807 4.3053  0.00
C -0.4904 -2.3024 5.2333  0.00
C -1.7511 -2.7082 4.8266  0.00
C -2.1142 -2.6044 3.4897  0.00
C -1.2207 -2.0886 2.5643  0.00
C 1.7811 -2.2300 0.6924  -0.06
C 3.1162 -2.1948 0.2441  0.08
C 3.5849 -3.0976 -0.7119  -0.02
C 2.7365 -4.0759 -1.2028  0.01
C 1.4209 -4.1394 -0.7534  0.02
C 0.9441 -3.2232 0.1715  0.06
P -0.5009 0.0749 -0.5480  -0.01
C -0.6500 1.6490 -1.4645  -0.01
C -0.0627 1.7418 -2.7247  0.00
C -0.1222 2.9222 -3.4575  0.01
C -0.7857 4.0222 -2.9363  0.00
C -1.4026 3.9316 -1.6942  0.00
C -1.3379 2.7556 -0.9663  0.00
C -2.2167 -0.2805 -0.0642  0.06
C -2.8945 -1.2497 -0.8004  0.01
C -4.2053 -1.5802 -0.4817  0.00
C -4.8399 -0.9470 0.5767  0.00
C -4.1680 0.0190 1.3155  0.00
C -2.8613 0.3501 0.9979  0.00
H -1.2595 4.4552 1.7840  0.00
H -3.3643 4.6357 3.0743  0.00
H -2.5721 1.1879 5.1561  0.00
H -0.4165 0.8640 3.9987  0.00
H 1.3811 -1.4489 4.6291  0.00
H -0.2003 -2.3859 6.2724  0.00
H -2.4504 -3.1076 5.5497  0.00
H -3.0975 -2.9209 3.1656  0.00
H -1.5263 -2.0120 1.5320  0.00
H 3.8084 -1.4947 0.7089  0.00
H 4.6183 -3.0562 -1.0318  0.00
H 3.1015 -4.8012 -1.9186  0.00
H 0.7623 -4.9131 -1.1267  0.00
H -0.0806 -3.2908 0.5106  0.00
H 0.4094 0.8670 -3.1584  -0.01
H 0.3197 2.9694 -4.4455  0.00
H -0.8431 4.9415 -3.5041  0.00
H -1.9422 4.7815 -1.2964  0.00
H -1.8368 2.6940 -0.0086  0.00
H -2.3937 -1.7504 -1.6212  0.00
H -4.7273 -2.3337 -1.0566  0.00
H -5.8593 -1.2086 0.8288  0.00
H -4.6572 0.5114 2.1466  0.00
H -2.3346 1.0780 1.5981  0.00
O 3.0271 1.6394 -1.1935  0.03
C 3.4044 1.9901 -2.5218  0.00
C 3.3305 0.7760 -3.4080  0.01
C 3.8242 0.8290 -4.7036  0.00
C 3.6937 -0.2793 -5.5166  0.00
C 3.0777 -1.4189 -5.0151  0.00
C 2.6243 -1.4000 -3.7154  0.03
N 2.7481 -0.3226 -2.9217  0.02
H 2.5603 2.3798 -0.7736  0.00
H 4.4195 2.3913 -2.5241  0.00
H 2.7240 2.7508 -2.9118  0.00
H 4.3000 1.7325 -5.0615  0.00
H 4.0671 -0.2582 -6.5316  0.00
H 2.9530 -2.3055 -5.6193  0.00
H 2.1432 -2.2646 -3.2762  0.00

Atoms 1-2, force components in eV/Å:
0.0 0.0 0.0
0.0 0.0 0.0

***

Record 2
C3H14NO4 | ωB97M-V/def2-TZVPD

Energy above the lowest of the compared OMol25 structures with the same formula, charge and spin   21.5 kcal per mole
HOMO level   -4.74 eV
Kohn-Sham gap   8.54 eV
Charge   -1

Last column: natural (NBO) charge in e.
Positions of all 22 atoms, in Å:
C 1.2722 -0.1580 2.4596  -0.42
N 0.9202 -0.9848 1.2914  -0.64
C 1.4221 -0.4606 -0.0084  -0.25
C 0.9464 1.0200 -0.3304  -0.07
O -0.4490 1.0649 -0.2117  -0.89
H 1.3266 0.9117 2.2821  0.17
H 2.2316 -0.4713 2.8881  0.17
H 0.4896 -0.2383 3.2198  0.19
H -0.0874 -0.8970 1.1696  0.37
H 1.0515 -1.1472 -0.7719  0.20
H 2.5141 -0.5471 -0.0629  0.16
H 1.2697 1.3465 -1.3225  0.15
H 1.3439 1.6174 0.4788  0.13
H -0.9452 0.3836 -1.0369  0.50
H -2.1876 -0.7984 -1.8253  0.44
O -1.3724 -0.3110 -1.9524  -1.14
H -1.1526 1.9225 1.5883  0.50
H -2.5404 2.0729 1.0003  0.47
O -2.0360 2.2268 1.7829  -0.98
H 0.2078 -2.6775 -1.9392  0.45
H -0.5082 -1.4756 -2.6336  0.51
O -0.0533 -2.3727 -2.8232  -1.03

Atoms 1-2, force components in eV/Å:
-0.2 -0.3 0.0
-0.1 0.8 -0.4

***

Record 3
C6H9N3OS | ωB97M-V/def2-TZVPD

Energy above the lowest of the compared OMol25 structures with the same formula, charge and spin   30.2 kcal per mole
HOMO level   -8.74 eV
Kohn-Sham gap   9.51 eV
SMILES   Cc1cc(O)n[nH]1.CN=C=S

Last column: natural (NBO) charge in e.
Positions of all 20 atoms, in Å:
C -0.6518 1.0735 3.0356  -0.65
C -0.7249 0.7572 1.5658  0.20
C 0.1309 1.1405 0.5481  -0.45
C -0.5605 0.7300 -0.6188  0.45
O -0.1151 0.9274 -1.8683  -0.66
N -1.6459 0.1132 -0.3049  -0.37
N -1.7319 0.1368 1.0254  -0.33
H 0.2653 0.5973 3.2743  0.23
H -1.3988 0.6408 3.6676  0.22
H -0.6297 2.1553 3.1458  0.23
H 0.8905 1.9189 0.5064  0.23
H -0.6664 0.4079 -2.4220  0.49
H -2.4822 -0.0830 1.5811  0.40
C 2.0660 -1.5755 -1.2646  -0.43
N 1.2676 -1.2435 -2.3447  -0.41
C 0.2887 -1.3948 -3.0106  0.21
S -1.0286 -1.5223 -3.7858  -0.01
H 1.9678 -0.7996 -0.4274  0.23
H 1.6951 -2.3631 -0.6682  0.21
H 3.0640 -1.6169 -1.6348  0.22

Atoms 1-2, force components in eV/Å:
0.3 0.1 -1.4
1.6 1.8 1.2

***

Record 4
C6H6O | ωB97M-V/def2-TZVPD

Energy above the lowest of the compared OMol25 structures with the same formula, charge and spin   74.7 kcal per mole
HOMO level   -9.00 eV
Kohn-Sham gap   9.90 eV
SMILES   C#CC1=CCOC1

Last column: natural (NBO) charge in e.
Positions of all 13 atoms, in Å:
C 2.7577 -0.8265 0.7509  -0.20
C 1.7083 -0.5067 0.2575  -0.04
C 0.4291 -0.1415 -0.2353  -0.12
C -0.0415 1.0055 -0.7210  -0.17
C -1.5429 0.9872 -0.6254  -0.09
O -1.8580 -0.2477 0.0282  -0.52
C -0.6677 -0.9392 0.3746  -0.07
H 3.6395 -1.1151 1.2708  0.24
H 0.5466 1.8716 -1.0037  0.23
H -1.9290 1.8271 -0.0277  0.18
H -2.0369 1.0355 -1.6105  0.19
H -0.8010 -1.9948 0.1221  0.20
H -0.2040 -0.9553 1.4195  0.18

Atoms 1-2, force components in eV/Å:
-0.4 0.0 0.0
1.2 0.2 -0.6

***

Record 5
C2HClN2O | ωB97M-V/def2-TZVPD

Energy above the lowest of the compared OMol25 structures with the same formula, charge and spin   28.4 kcal per mole
HOMO level   -10.62 eV
Kohn-Sham gap   11.33 eV

Last column: natural (NBO) charge in e.
Positions of all 7 atoms, in Å:
C -0.9647 -0.1340 0.0461  0.39
C 1.0088 0.4159 0.0046  0.14
H 1.9250 1.0610 -0.0556  0.22
N -0.2338 0.9478 0.0142  -0.48
N 1.0780 -0.8724 -0.0201  -0.13
O -0.2129 -1.2445 0.0199  -0.27
Cl -2.6005 -0.1738 -0.0091  0.14

Atoms 1-2, force components in eV/Å:
2.5 0.9 -0.4
2.2 1.6 -0.5

***

Record 6
C30H27CoN7O4 | ωB97M-V/def2-TZVPD

Energy above the lowest of the compared OMol25 structures with the same formula, charge and spin   0.0 kcal per mole
HOMO level (alpha / beta)   -7.35 / -7.30 eV
Kohn-Sham gap (alpha / beta)   7.45 / 7.41 eV
Spin multiplicity   2

Last column: natural (NBO) charge in e.
Positions of all 69 atoms, in Å:
Co -0.5363 -0.2615 0.1288  1.24
C -1.4607 -2.8245 -0.7360  -0.26
N -1.9155 -1.8462 0.2675  -0.44
C -3.2625 -1.3698 -0.0973  -0.26
C -3.2318 -0.4715 -1.3076  0.21
C -4.3906 -0.2136 -2.0239  -0.25
C -4.3414 0.7198 -3.0456  -0.15
C -3.1383 1.3490 -3.3187  -0.26
C -2.0243 1.0068 -2.5703  0.09
N -2.0673 0.1084 -1.5887  -0.49
C -1.9441 -2.4162 1.6363  -0.26
C -0.7996 -2.0123 2.5419  0.22
C -0.6274 -2.6391 3.7707  -0.25
C 0.3752 -2.1858 4.6087  -0.15
C 1.1742 -1.1263 4.1999  -0.26
C 0.9357 -0.5667 2.9583  0.07
N -0.0284 -1.0097 2.1544  -0.47
C 0.0357 -2.8718 -0.8159  0.22
C 0.7265 -3.9719 -1.3021  -0.24
C 2.1045 -3.9002 -1.3952  -0.15
C 2.7495 -2.7432 -0.9851  -0.25
C 1.9879 -1.6922 -0.5124  0.09
N 0.6582 -1.7565 -0.4412  -0.45
H -1.8766 -3.8178 -0.5348  0.20
H -1.8305 -2.5043 -1.7123  0.25
H -3.9428 -2.2145 -0.2629  0.19
H -3.6442 -0.7909 0.7438  0.26
H -5.3128 -0.7193 -1.7676  0.22
H -5.2311 0.9575 -3.6141  0.22
H -3.0586 2.0951 -4.0965  0.23
H -1.0588 1.4570 -2.7474  0.23
H -2.8601 -2.0801 2.1256  0.25
H -1.9968 -3.5082 1.5862  0.20
H -1.2755 -3.4551 4.0644  0.22
H 0.5304 -2.6498 5.5739  0.22
H 1.9634 -0.7416 4.8301  0.23
H 1.5145 0.2636 2.5697  0.22
H 0.1887 -4.8619 -1.6002  0.22
H 2.6714 -4.7398 -1.7759  0.22
H 3.8250 -2.6507 -1.0335  0.23
H 2.4343 -0.7647 -0.1839  0.24
C 3.7379 4.2594 2.5749  -0.25
O 4.3247 4.0465 1.3050  -0.49
C 3.6832 3.2111 0.4516  0.35
C 4.2973 3.0446 -0.8057  -0.34
C 3.6855 2.2394 -1.7197  -0.11
C 2.4742 1.5429 -1.4827  -0.36
C 1.8626 0.7686 -2.5543  0.58
C 2.5408 0.6083 -3.9094  -0.71
O 0.7701 0.2222 -2.4413  -0.64
C 1.8666 1.6845 -0.1881  0.44
O 0.8081 1.1144 0.2646  -0.77
C 2.5157 2.5548 0.7429  -0.38
H 4.3966 4.9446 3.1013  0.20
H 3.6607 3.3250 3.1369  0.17
H 2.7450 4.7055 2.4824  0.18
H 5.2181 3.5665 -1.0235  0.22
H 4.1571 2.1475 -2.6858  0.20
H 3.5957 0.8528 -3.9609  0.21
H 2.0046 1.2349 -4.6253  0.23
H 2.3973 -0.4267 -4.2170  0.23
H 2.0103 2.6760 1.6902  0.22
O -1.8493 0.7899 1.1046  -0.58
N -2.3066 1.9089 0.6806  0.08
C -3.4245 2.2809 1.2532  -0.19
C -4.0805 1.4231 2.1982  0.28
N -4.5710 0.6679 2.9149  -0.35
C -4.0189 3.5185 0.8610  0.28
N -4.5206 4.5087 0.5604  -0.32

Atoms 1-2, force components in eV/Å:
-0.2 -0.4 0.5
0.0 0.0 0.0

***

Record 7
C3H5FO2 | ωB97M-V/def2-TZVPD

Energy above the lowest of the compared OMol25 structures with the same formula, charge and spin   37.5 kcal per mole
HOMO level   -10.27 eV
Kohn-Sham gap   10.91 eV
SMILES   C=C(F)C(O)O

Last column: natural (NBO) charge in e.
Positions of all 11 atoms, in Å:
C 1.4347 0.9696 0.0627  -0.48
C 0.6991 -0.1142 -0.1187  0.35
F 1.3569 -1.3009 -0.0303  -0.33
C -0.8302 -0.1998 -0.1180  0.31
O -1.1413 -0.8292 1.1256  -0.71
O -1.2513 -0.8762 -1.2794  -0.68
H 2.4856 0.9531 0.0259  0.22
H 0.9531 2.0465 0.0209  0.22
H -1.1441 0.8258 -0.2037  0.14
H -0.3138 -0.6177 1.6942  0.49
H -2.2487 -0.8570 -1.1792  0.48

Atoms 1-2, force components in eV/Å:
-2.3 2.9 -0.9
0.4 0.1 0.4